one:
The following is a DFT calculation (ωB97M-V/def2-TZVPD) of 2 unconnected molecules or ions with the total composition C3H12NOS.

Its HOMO energy is -12.4 eV. The value obtained for the HOMO-LUMO gap is 8.8 eV.

```
! wB97M-V def2-TZVPD RIJCOSX def2/J DEFGRID3
* xyz 1 1
S 1.494 2.761 1.116
O -2.626 -1.928 0.252
N 0.680 -1.576 -0.060
C 0.361 2.258 -0.190
C 0.557 0.828 -0.697
C 0.074 -0.228 0.266
H 0.357 -0.017 1.294
H 1.646 0.711 -0.789
H -0.983 -0.378 0.316
H -2.806 -2.708 0.786
H 0.325 2.896 -1.071
H 0.103 -2.041 -0.771
H 0.862 -2.113 0.779
H -0.655 2.308 0.221
H -3.383 -1.852 -0.351
H 2.316 1.739 1.014
H 0.078 0.744 -1.643
H 1.598 -1.403 -0.472
*
```


two:
The following is a DFT calculation (ωB97M-V/def2-TZVPD) of 2 unconnected molecules or ions with the total composition C3H12NOS.

Its HOMO energy is -13.4 eV. The value obtained for the HOMO-LUMO gap is 10.2 eV.

```
! wB97M-V def2-TZVPD RIJCOSX def2/J DEFGRID3
* xyz 1 1
S 0.352 0.927 1.165
O -2.188 1.393 -1.153
N -0.999 -1.517 0.066
C 0.375 -1.784 -0.308
C 1.070 -0.539 -0.931
C 1.684 0.371 0.055
H -2.049 2.124 -0.429
H -1.020 -0.801 0.816
H 0.957 -1.802 0.581
H 0.311 -2.619 -0.953
H -1.467 -2.454 0.327
H -1.690 -1.132 -0.659
H 0.314 -0.022 -1.578
H 2.350 -0.132 0.788
H 1.031 1.493 1.989
H 1.955 -0.930 -1.503
H -2.897 1.499 -1.674
H 2.298 1.130 -0.481
*
```


It comes down to one, which is 0.0320 hartree more stable than the next structure.


one:
The following is a DFT calculation (ωB97M-V/def2-TZVPD) of C8H7NO in the gas phase.

Its HOMO energy (spin up / spin down) is -7.1 / -7.1 eV. The value obtained for the HOMO-LUMO gap (spin up / spin down) is 7.3 / 7.3 eV.

```
! wB97M-V def2-TZVPD RIJCOSX def2/J DEFGRID3
* xyz 0 1
O -0.362 -2.586 -0.600
N 1.261 -2.419 -2.191
C 1.296 -1.204 -1.889
C 1.881 0.014 -2.003
C -1.157 0.901 0.481
C 2.482 1.053 -2.225
C -0.827 -0.574 0.607
C 0.352 -3.152 -1.610
C 0.056 0.467 1.249
C -0.048 -1.396 -0.289
H -2.045 1.192 0.906
H 0.018 0.776 2.265
H -1.029 1.290 -0.482
H -1.437 -1.346 1.186
H 3.065 1.901 -1.998
H 0.905 0.601 0.759
H -0.005 -4.164 -1.954
*
```


two:
The following is a DFT calculation (ωB97M-V/def2-TZVPD) of 2 unconnected molecules or ions with the total composition C8H7NO.

Its HOMO energy is -9.0 eV. The value obtained for the HOMO-LUMO gap is 9.0 eV.

```
! wB97M-V def2-TZVPD RIJCOSX def2/J DEFGRID3
* xyz 0 1
O -0.096 -1.625 3.426
N 1.348 -1.928 1.480
C 0.204 -0.581 -1.139
C 0.512 -1.401 2.391
C -1.085 1.329 -1.898
C 0.197 -0.061 0.119
C -0.404 0.227 -2.207
C -1.279 1.659 -0.552
C 0.927 -0.526 1.254
C -0.523 1.088 0.459
H 2.108 0.682 1.542
H -0.483 1.250 1.475
H 0.499 -1.570 -1.258
H -0.033 -0.104 -3.189
H 1.624 -2.844 1.086
H -2.059 2.468 -0.253
H -1.460 1.935 -2.736
*
```


It comes down to two, which is 0.1117 hartree more stable than the next structure.


one:
The following is a DFT calculation (ωB97M-V/def2-TZVPD) of C8H7NO in the gas phase.

Its HOMO energy is -7.9 eV. The value obtained for the HOMO-LUMO gap is 8.4 eV. The structure (SMILES) is O=C=C/C=C/n1cccc1.

```
! wB97M-V def2-TZVPD RIJCOSX def2/J DEFGRID3
* xyz 0 1
O -3.031 4.058 0.330
N 0.563 -0.501 0.335
C 1.848 -2.191 0.990
C -2.024 2.099 -0.787
C -1.061 1.012 -0.607
C 1.042 -1.109 -0.791
C -2.529 3.128 -0.154
C 1.063 -1.162 1.422
C -0.297 0.578 0.418
C 1.841 -2.152 -0.421
H -0.975 0.436 -1.521
H 0.811 -0.744 -1.771
H 2.366 -2.814 -1.080
H -2.471 2.067 -1.780
H -0.329 1.049 1.392
H 2.374 -2.893 1.607
H 0.810 -0.860 2.419
*
```


two:
The following is a DFT calculation (ωB97M-V/def2-TZVPD) of C8H7NO in the gas phase.

Its HOMO energy is -7.8 eV. The value obtained for the HOMO-LUMO gap is 8.6 eV. The structure (SMILES) is O=C=C/C=C/n1cccc1.

```
! wB97M-V def2-TZVPD RIJCOSX def2/J DEFGRID3
* xyz 0 1
O -2.959 -2.045 0.285
N 0.592 -0.100 0.276
C 2.592 0.459 -0.493
C -2.979 -0.915 -0.039
C 1.273 0.588 -0.718
C -0.783 0.010 0.299
C -1.597 0.766 -0.435
C -3.001 0.367 -0.304
C 2.755 -0.374 0.640
C 1.506 -0.667 1.118
H -3.769 1.066 -0.820
H 3.558 -0.528 1.238
H 1.319 -1.218 1.978
H 0.778 1.199 -1.520
H 3.302 0.599 -1.363
H -1.133 -0.634 1.065
H -1.455 1.426 -1.206
*
```


It comes down to one, which is 0.0514 hartree more stable than the next structure.


one:
The following is a DFT calculation (ωB97M-V/def2-TZVPD) of a molecular structure, C9H14N3.

Its HOMO energy is -10.6 eV. The value obtained for the HOMO-LUMO gap is 7.8 eV.

```
! wB97M-V def2-TZVPD RIJCOSX def2/J DEFGRID3
* xyz 1 1
N 1.529 2.149 -0.001
N 2.010 0.874 -0.046
N -1.388 -0.582 -0.115
C -2.412 -0.253 -1.201
C 3.870 -0.685 -0.076
C 1.094 -0.159 -0.129
C -0.173 0.218 -0.239
C 0.132 2.155 -0.196
C 2.966 -1.791 -0.202
C 1.637 -1.515 -0.110
C 3.340 0.606 -0.046
C -1.926 -0.638 1.260
H -0.417 2.768 0.462
H 0.867 -2.325 -0.331
H -2.577 0.885 -1.294
H -0.133 2.392 -1.187
H -2.763 -1.383 1.258
H -2.047 -0.509 -2.185
H -2.176 0.424 1.667
H 4.854 -0.813 0.192
H 1.906 2.704 0.721
H 3.374 -2.755 -0.391
H 3.890 1.483 -0.186
H -3.324 -0.870 -1.143
H -1.196 -1.039 2.044
H -1.217 -1.553 -0.333
*
```


two:
The following is a DFT calculation (ωB97M-V/def2-TZVPD) of a gas-phase ion, C9H14N3 (charge +1).

Its HOMO energy is -11.5 eV. The value obtained for the HOMO-LUMO gap is 6.0 eV. The structure (SMILES) is NC(N)=[NH+]CCc1ccccc1.

```
! wB97M-V def2-TZVPD RIJCOSX def2/J DEFGRID3
* xyz 1 1
N 1.659 -2.250 0.791
N 2.397 0.206 0.447
N 1.843 -1.360 -1.529
C -0.800 1.061 0.347
C -2.747 -0.849 1.204
C 1.760 1.422 -0.188
C -2.812 0.111 -1.536
C -1.431 0.082 1.542
C -3.415 -0.852 -0.319
C 1.956 -1.094 -0.187
C -1.514 1.069 -1.154
C 0.512 1.952 0.767
H 2.604 2.265 -0.214
H -1.093 1.781 -2.006
H -4.345 -1.576 -0.479
H 0.353 3.111 0.742
H 2.626 -1.011 -2.159
H 3.438 0.307 0.446
H 1.026 -1.834 -1.999
H 0.783 -1.952 1.282
H -0.923 0.109 2.618
H 1.420 1.235 -1.305
H -3.215 -1.521 2.066
H -3.325 0.077 -2.595
H 0.828 1.687 1.883
H 2.416 -2.176 1.536
*
```


It comes down to one, which is 0.2258 hartree more stable than the next structure.